Here is the ion C3H3N2S with charge +1 in a non-equilibrium geometry from OMol25. Energies are from ωB97M-V/def2-TZVPD.

Computed properties:
Maximum force ... 4.0 eV Å⁻¹
Frontier orbital gap (alpha / beta) ... 7.1646 / 6.4276 eV
E_LUMO (alpha / beta) ... -7.02 / -7.87 eV
Energy above the lowest of the compared OMol25 structures with the same formula, charge and spin ... 89.6 kcal per mole
Energy ... -623.35185 Eh

Structure (ORCA input):
```
! wB97M-V def2-TZVPD RIJCOSX def2/J DEFGRID3
* xyz 1 1
C -0.219 -1.124 0.047
C 1.807 0.042 0.030
C -0.931 0.082 0.056
N 1.081 -0.863 -0.113
N -0.409 1.264 -0.029
S -2.612 0.034 -0.076
H -0.489 -2.080 0.255
H 2.676 0.537 -0.421
H -0.903 2.108 0.250
*
```

Here is a cluster of 2 separate species, C2H4N2O2S in total in a non-equilibrium geometry from OMol25. Energies are from ωB97M-V/def2-TZVPD.

Computed properties:
Maximum force ... 2.8 eV Å⁻¹
Frontier orbital gap (alpha / beta) ... 7.3060 / 7.2559 eV
E_LUMO (alpha / beta) ... -1.43 / -1.41 eV
Energy above the lowest of the compared OMol25 structures with the same formula, charge and spin ... 238.3 kcal per mole
Energy ... -736.42513 Eh

Structure (ORCA input):
```
! wB97M-V def2-TZVPD RIJCOSX def2/J DEFGRID3
* xyz 0 1
C -1.414 2.526 0.027
C 0.110 0.348 0.085
N -0.053 -2.238 -0.570
N 1.488 0.307 0.019
O 2.068 0.969 -0.808
O 2.012 -0.387 0.889
S -0.909 -0.875 -0.043
H -2.349 1.945 0.007
H -1.238 2.828 1.068
H 0.875 -2.333 -0.165
H -0.590 -3.089 -0.510
*
```

Here is a cluster of 2 separate species, C2H6N2O2 in total in a non-equilibrium geometry from OMol25. Energies are from ωB97M-V/def2-TZVPD.

Computed properties:
Maximum force ... 4.1 eV Å⁻¹
Structure (SMILES) ... NC=O.NC=O
Frontier orbital gap ... 10.3817 eV
E_LUMO ... 0.67 eV
Energy above the lowest of the compared OMol25 structures with the same formula, charge and spin ... 29.6 kcal per mole
Energy ... -339.78553 Eh

Structure (ORCA input):
```
! wB97M-V def2-TZVPD RIJCOSX def2/J DEFGRID3
* xyz 0 1
N -1.343 1.979 0.240
C -0.952 1.469 1.449
O -0.575 0.320 1.560
H -1.694 2.906 0.071
H -1.896 1.311 -0.311
H -0.656 2.190 2.240
N 1.292 -1.815 -0.142
C 1.527 -1.546 -1.489
O 1.246 -2.284 -2.405
H 0.531 -1.294 0.259
H 1.038 -2.789 0.144
H 1.482 -0.446 -1.616
*
```

Here is a structure of composition C16H30BClFN3O11P5S in a non-equilibrium geometry from OMol25. Energies are from ωB97M-V/def2-TZVPD.

Computed properties:
Maximum force ... 10.9 eV Å⁻¹
Frontier orbital gap ... 3.2120 eV
E_LUMO ... 0.83 eV
Energy ... -4308.75961 Eh

Structure (ORCA input):
```
! wB97M-V def2-TZVPD RIJCOSX def2/J DEFGRID3
* xyz -1 1
C -1.239 -2.504 -2.786
C -0.287 -1.878 -2.089
C 0.676 -1.240 -0.907
S 1.984 -2.604 -1.038
C 3.540 -2.589 -0.109
O 1.430 -3.997 -0.627
O 2.266 -3.030 -2.504
C 1.107 0.216 -1.599
P 2.704 0.007 -2.710
N 3.292 1.325 -3.374
P -0.047 0.587 -3.124
O 0.383 1.819 -4.000
C 1.279 1.467 -0.533
C 1.032 2.943 -1.126
C -0.050 3.627 -1.769
C 2.920 1.457 -0.315
C 3.763 0.610 0.436
C 0.461 1.397 0.836
B 1.242 1.630 2.266
N 1.002 0.902 3.563
O 2.316 2.631 2.449
P -0.748 2.890 1.260
O -1.367 2.635 2.879
Cl 0.196 4.744 1.486
C -0.620 0.209 0.761
P -2.257 0.710 -0.172
P -3.859 1.198 1.276
O -4.079 2.743 1.410
O -5.281 0.500 0.662
O -3.597 0.588 2.845
N -0.159 -1.182 0.337
C 0.734 -1.661 1.492
C -1.361 -2.080 0.448
C -2.213 -2.109 1.811
F -1.116 -3.532 0.298
H -1.745 -3.281 -3.473
H 3.483 -2.364 1.036
H 3.992 -3.670 -0.136
H 4.420 -1.943 -0.490
H 2.363 -0.852 -3.840
H 3.781 -0.628 -2.030
H 2.724 2.102 -3.014
H -1.436 0.534 -2.839
H 0.174 -0.395 -4.190
H 1.883 3.725 -0.915
H 0.176 4.073 -2.825
H -1.121 3.797 -1.392
H 3.522 2.250 -0.930
H 3.546 0.078 1.444
H 4.785 0.298 -0.035
H 1.603 0.060 3.606
H 0.018 0.662 3.739
H 3.125 2.198 2.808
H -0.917 3.246 3.513
H -0.987 0.242 1.872
H -2.004 1.866 -1.025
H -5.805 1.264 0.299
H -4.430 0.329 3.308
H 0.882 -2.787 1.559
H 1.733 -1.108 1.375
H 0.330 -1.347 2.526
H -2.220 -1.959 -0.355
H -2.449 -3.182 2.210
H -3.281 -1.667 1.631
H -1.796 -1.551 2.716
C -4.638 -2.136 -0.990
O -5.514 -2.889 -1.445
O -4.842 -0.947 -0.579
O -3.400 -2.445 -0.869
*
```

Here is a structure of composition C4H7F5N2 in a non-equilibrium geometry from OMol25. Energies are from ωB97M-V/def2-TZVPD.

Computed properties:
Maximum force ... 5.9 eV Å⁻¹
Frontier orbital gap (alpha / beta) ... 5.6756 / 6.1961 eV
E_LUMO (alpha / beta) ... 0.90 / -3.51 eV
Energy ... -765.21636 Eh
Expectation value of S² ... 2.01

Structure (ORCA input):
```
! wB97M-V def2-TZVPD RIJCOSX def2/J DEFGRID3
* xyz 0 3
C -1.601 0.259 -1.179
C -1.190 0.651 1.248
C -0.137 -1.204 -0.027
C 2.141 0.307 0.085
N 1.572 -0.621 -0.655
N -1.082 -0.275 0.052
F 0.213 -1.876 1.139
F -0.293 -2.094 -0.981
F 2.256 0.200 1.497
F 3.384 0.640 -0.282
F 1.418 1.481 0.034
H -2.557 -0.147 -1.577
H -1.878 1.296 -1.155
H -0.718 0.213 -1.876
H -1.780 0.199 2.011
H -0.246 0.832 1.747
H -1.676 1.512 0.908
H 2.176 -1.373 -0.990
*
```

Here is the ion C6H13N with charge +1 in a non-equilibrium geometry from OMol25. Energies are from ωB97M-V/def2-TZVPD.

Computed properties:
Maximum force ... 1.6 eV Å⁻¹
Frontier orbital gap (alpha / beta) ... 9.6261 / 4.4970 eV
E_LUMO (alpha / beta) ... -3.34 / -8.46 eV
Energy above the lowest of the compared OMol25 structures with the same formula, charge and spin ... 43.2 kcal per mole
Energy ... -290.80984 Eh
Expectation value of S² ... 0.75

Structure (ORCA input):
```
! wB97M-V def2-TZVPD RIJCOSX def2/J DEFGRID3
* xyz 1 2
C -1.363 1.744 1.123
C -0.033 1.065 0.651
C -0.117 -0.479 0.852
C 0.587 -1.228 -0.273
C 0.129 -2.052 -2.575
C -0.181 -1.234 -1.577
N 1.002 1.670 1.368
H -2.183 1.348 0.529
H -1.391 2.823 0.987
H -1.507 1.543 2.188
H 0.030 1.288 -0.416
H -1.162 -0.761 0.961
H 0.405 -0.709 1.783
H 1.579 -0.791 -0.421
H 0.713 -2.241 0.064
H -0.535 -2.159 -3.422
H 1.034 -2.648 -2.565
H -1.018 -0.554 -1.696
H 0.822 1.892 2.349
H 1.496 2.418 0.879
*
```

Q: Which of these has the lowest maximum force?
A: C6H13N